[1]
{
  "formula": "C2H4NO2",
  "method": "the ωB97M-V functional and the def2-TZVPD basis",
  "smiles": "[NH3+][C@H]1OC1=O",
  "total_charge": 1,
  "e_tot_ha": -283.48289,
  "homo_energy_ev": -15.951,
  "spin_multiplicity": 1,
  "mol_weight_g_mol": 74.1,
  "gap_ha": 0.409,
  "e_above_lowest_kcal_mol": 46.0,
  "fmax_ev_per_a": 3.52,
  "species": ["N", "C", "O", "C", "O", "H", "H", "H", "H"],
  "coordinates": [[1.09936, -0.21848, -0.36002], [-0.10533, 0.17167, 0.41823], [-1.03239, 1.10196, -0.29571], [-1.51139, -0.06543, 0.05267], [-2.46080, -0.73933, -0.00691], [0.60104, -0.65998, -1.11864], [1.58497, -0.77162, 0.41685], [1.73721, 0.65041, -0.55625], [0.08733, 0.53080, 1.44978]],
  "forces_ev_per_angstrom": [[0.2, 1.9, 2.9], [-0.8, 2.2, 1.7], [0.8, 0.5, 0.0], [-0.1, -1.3, -0.3], [-0.2, 0.0, 0.0], [1.4, -0.9, -1.2], [-0.2, -0.2, -2.2], [-1.5, -1.9, -0.2], [0.3, -0.3, -0.8]],
  "lowdin_charge": [0.257, -0.097, 0.202, -0.442, 0.257, 0.175, 0.222, 0.243, 0.183]
}



[2]
{
  "formula": "C16H30GeN2O2Pt",
  "method": "the ωB97M-V functional and the def2-TZVPD basis",
  "e_tot_ha": -3083.86992,
  "homo_energy_ev": -7.729,
  "spin_multiplicity": 1,
  "mol_weight_g_mol": 550.1,
  "gap_ha": 0.262,
  "e_above_lowest_kcal_mol": 2.2,
  "fmax_ev_per_a": 0.65,
  "species": ["Pt", "N", "C", "C", "O", "O", "H", "H", "H", "H", "C", "C", "C", "N", "C", "C", "H", "H", "H", "H", "H", "C", "H", "H", "C", "C", "C", "C", "Ge", "C", "C", "C", "C", "H", "H", "H", "H", "H", "H", "H", "H", "H", "H", "H", "H", "H", "H", "H", "H", "H", "H", "H"],
  "coordinates": [[-1.77872, 0.31924, -1.72007], [-3.47314, 1.02697, -3.03779], [-2.85287, 2.02332, -3.93257], [-1.56104, 2.64253, -3.36155], [-1.30831, 3.79995, -3.61970], [-0.78556, 1.81690, -2.71646], [-3.97349, 0.31707, -3.55563], [-4.14177, 1.48850, -2.43151], [-3.55035, 2.81332, -4.20708], [-2.53395, 1.52209, -4.84802], [-0.88661, -2.54806, 2.78505], [-0.61045, -3.14263, 1.56540], [-1.26964, -2.70461, 0.43647], [-2.16309, -1.71175, 0.48723], [-2.45166, -1.13940, 1.66054], [-1.82102, -1.52374, 2.82336], [-0.37160, -2.86069, 3.68253], [0.11293, -3.93868, 1.46876], [-1.08720, -3.12333, -0.54275], [-3.18963, -0.35081, 1.63168], [-2.07512, -1.02056, 3.74472], [-2.78073, -1.19669, -0.77371], [-3.76944, -0.84634, -0.46970], [-2.85077, -2.06183, -1.43476], [1.78004, 0.99718, 2.95223], [1.59214, 2.47094, 2.60686], [1.52691, 2.78749, 1.11356], [0.25431, 2.32884, 0.38598], [0.16226, 0.49687, -0.32569], [1.79946, 0.09206, -1.35626], [3.03869, -0.39329, -0.59656], [2.84172, -1.68299, 0.20051], [2.41266, -2.86500, -0.66177], [1.91988, 0.86253, 4.02712], [2.66016, 0.58831, 2.44854], [0.92179, 0.39883, 2.64426], [2.41769, 3.04027, 3.04394], [0.67983, 2.84381, 3.08536], [2.41489, 2.37539, 0.62093], [1.61175, 3.87332, 1.00545], [0.11456, 2.93640, -0.51027], [-0.62170, 2.50399, 1.01924], [0.08365, -0.49956, 0.87712], [2.02894, 1.00844, -1.90556], [1.51026, -0.63983, -2.11333], [3.38951, 0.38590, 0.08590], [3.85446, -0.55428, -1.31217], [2.09465, -1.51661, 0.98216], [3.77652, -1.92796, 0.71338], [1.43947, -2.68343, -1.12362], [2.34109, -3.78356, -0.07404], [3.12763, -3.04481, -1.46772]],
  "forces_ev_per_angstrom": [[0.1, 0.1, 0.5], [0.1, -0.1, 0.0], [0.0, 0.0, -0.1], [0.2, -0.3, 0.1], [0.1, 0.1, -0.1], [-0.4, 0.5, -0.2], [0.0, 0.0, -0.1], [0.0, -0.1, 0.0], [0.1, 0.0, 0.0], [-0.1, -0.1, 0.0], [0.0, 0.1, -0.1], [-0.1, 0.0, 0.0], [0.1, 0.0, -0.1], [-0.3, -0.3, -0.1], [0.1, 0.2, 0.0], [0.0, -0.1, 0.0], [0.0, 0.0, 0.0], [0.0, 0.0, 0.0], [0.0, 0.1, 0.0], [0.1, 0.0, 0.0], [0.0, 0.0, 0.0], [0.4, 0.4, 0.2], [-0.1, -0.2, -0.1], [-0.2, -0.1, 0.0], [0.0, 0.0, 0.0], [0.0, 0.0, 0.0], [0.0, 0.0, -0.1], [0.1, 0.1, 0.1], [-0.3, -0.5, -0.1], [0.1, 0.0, 0.1], [0.0, 0.0, 0.0], [0.0, 0.0, 0.0], [0.0, 0.0, 0.0], [0.0, 0.0, 0.0], [0.0, 0.0, 0.0], [0.0, 0.0, 0.0], [0.0, 0.0, 0.0], [0.0, 0.0, 0.0], [0.0, 0.0, 0.0], [0.0, 0.0, 0.0], [0.0, 0.0, 0.0], [0.0, 0.0, 0.0], [0.1, 0.1, 0.0], [0.0, 0.0, 0.0], [0.0, 0.0, 0.0], [0.0, 0.0, 0.0], [0.0, 0.0, 0.0], [0.0, 0.0, 0.0], [0.0, 0.0, 0.0], [0.0, 0.0, 0.0], [0.0, 0.0, 0.0], [0.0, 0.0, 0.0]],
  "lowdin_charge": [0.778, -0.091, -0.166, -0.662, 0.048, -0.281, 0.084, 0.088, 0.115, 0.123, -0.043, -0.036, -0.069, -0.153, -0.059, -0.032, 0.118, 0.115, 0.138, 0.140, 0.118, -0.328, 0.043, 0.045, -0.117, -0.272, -0.284, -0.344, 0.767, -0.346, -0.290, -0.290, -0.116, 0.067, 0.066, 0.025, 0.100, 0.102, 0.090, 0.103, 0.049, 0.056, -0.055, 0.067, 0.044, 0.081, 0.105, 0.062, 0.104, 0.053, 0.062, 0.077]
}